Computed, not measured: a cluster of 6 separate species, C24H46Br10N2OSi in total, with ωB97M-V/def2-TZVPD.

As for the structure (SMILES): CCOC[Si@@](CN)(CCC(C)C)c1ccccn1.BrCCBr.BrCCBr.BrCCBr.BrCCBr.BrCCBr. The calculation puts the HOMO energy at -8.3 eV. As for the LUMO energy: 0.20 eV. The charge is 0. Its molecular weight is 1205.8 Da. Its multiplicity is 1. The HOMO-LUMO gap comes out at 0.3108 hartree. Its total energy is -27156.44624 hartree.

Geometry as XYZ:
```
84
C24H46Br10N2OSi (ωB97M-V/def2-TZVPD)
C 3.98680 -0.72005 3.26974
C 3.76511 -0.95116 1.77698
O 2.40923 -1.09003 1.41021
C 1.62150 0.06642 1.68096
Si 0.14018 0.23296 0.47945
C -1.40566 0.28880 1.59539
N -2.24498 1.49228 1.35716
C 0.17435 1.82285 -0.53668
C 1.51874 2.47495 -0.88837
C 2.31351 1.94780 -2.10299
C 3.47962 1.04059 -1.67795
C 1.46570 1.30303 -3.20733
C 0.13657 -1.31230 -0.62114
C -0.89932 -2.22090 -0.79204
C -0.77258 -3.32172 -1.62592
C 0.43416 -3.49359 -2.27350
C 1.42025 -2.53180 -2.07733
N 1.29719 -1.47556 -1.29132
H 5.05055 -0.84708 3.47835
H 3.72343 0.30544 3.52840
H 3.40276 -1.43147 3.85256
H 4.26950 -1.85703 1.43923
H 4.21108 -0.10944 1.22714
H 1.20496 -0.05524 2.69103
H 2.23247 0.97711 1.72174
H -1.10064 0.29808 2.64394
H -2.02264 -0.60240 1.47390
H -2.94992 1.31525 0.65151
H -2.70218 1.79213 2.20778
H -0.33313 2.55068 0.09980
H -0.46648 1.68591 -1.41165
H 1.25656 3.51825 -1.09397
H 2.20504 2.50004 -0.03712
H 2.78303 2.82196 -2.56580
H 3.20943 0.35742 -0.87433
H 4.27099 1.68975 -1.28228
H 3.92034 0.51910 -2.52852
H 0.95768 2.08805 -3.77693
H 2.13013 0.81400 -3.92272
H 0.73967 0.58288 -2.84198
H -1.83815 -2.07704 -0.27815
H -1.58607 -4.02416 -1.75028
H 0.61347 -4.34479 -2.91714
H 2.36211 -2.63838 -2.60454
Br -2.20078 2.82960 4.96208
C -0.68971 4.05847 4.93054
C -0.44674 4.61919 3.55588
Br 0.39869 3.32524 2.38401
H 0.16425 3.50892 5.31252
H -0.95318 4.85319 5.62489
H 0.24417 5.45776 3.60974
H -1.35941 4.93283 3.05914
Br 3.50200 -3.83229 -5.30624
C 5.30791 -3.11806 -5.40605
C 5.95816 -3.02346 -4.05224
Br 5.28313 -1.51738 -3.02224
H 5.23526 -2.15402 -5.89873
H 5.85553 -3.81185 -6.03983
H 7.02490 -2.84181 -4.16465
H 5.80230 -3.91218 -3.44935
Br -0.84600 5.13689 -1.08641
C -2.50173 4.13278 -1.26109
C -3.67797 4.85339 -0.65942
Br -3.68142 4.75589 1.28531
H -2.32458 3.16487 -0.79842
H -2.64727 4.00573 -2.33185
H -4.60764 4.37990 -0.96777
H -3.70049 5.90657 -0.91909
Br -2.53593 -6.39683 0.18224
C -2.52589 -5.96643 2.07856
C -2.85490 -4.52114 2.33358
Br -1.35844 -3.34438 1.93040
H -1.54736 -6.24297 2.45683
H -3.28379 -6.60936 2.52060
H -3.06615 -4.37046 3.39045
H -3.69395 -4.16813 1.74121
Br -4.13392 -1.52344 0.17625
C -5.70735 -0.66182 0.93029
C -6.70110 -0.28741 -0.13551
Br -6.11871 1.28184 -1.12838
H -5.35156 0.19793 1.49016
H -6.13810 -1.38765 1.61663
H -7.65338 -0.01211 0.31186
H -6.85321 -1.07944 -0.86120
```